# 1
The following is a DFT calculation (wB97M-V/def2-TZVPD) of an isolated molecule of C6H6N2.

The geometry in ORCA input format:
```
! wB97M-V def2-TZVPD RIJCOSX def2/J DEFGRID3
* xyz 0 1
C 0.38525 1.80458 2.97545
C 0.26502 0.87467 2.06442
C 0.13385 0.35187 0.68315
N -0.80235 0.84415 -0.08854
C -0.70663 0.08872 -1.35996
C -0.83821 -1.24043 -1.12542
C 0.52379 -0.72572 -1.16148
N 0.80706 -0.66589 0.22682
H 0.59778 2.83566 3.59976
H -1.07052 0.67773 -2.35333
H -1.14466 -1.54180 -0.13352
H -1.15744 -1.65383 -2.00516
H 1.29576 -1.24427 -1.78594
H 1.71132 -0.40543 0.46375
*
```

## Properties
SMILES string	C#CC1=N[C@@H]2C[C@@H]2N1
energy above the lowest of the compared OMol25 structures with the same formula, charge and spin	128.8	kcal/mol
orbital gap	9.57	eV
HOMO energy	-8.92	eV
lowest unoccupied orbital energy	0.65	eV
E	-9293.16028	eV

# 2
The following is a DFT calculation (wB97M-V/def2-TZVPD) of a structure of composition C16H33N4OPPrS.

The geometry in ORCA input format:
```
! wB97M-V def2-TZVPD RIJCOSX def2/J DEFGRID3
* xyz 2 4
C -0.60163 2.52244 -3.12851
C -0.29375 1.29360 -4.05235
N -0.31343 0.06267 -3.50442
C 0.04908 -1.09632 -4.17670
C 0.30574 -0.96182 -5.54989
C 0.22986 0.28507 -6.14628
C -0.03943 1.45042 -5.39907
C 0.22158 -2.33546 -3.45724
P 0.18322 -2.55029 -1.70315
H -0.02532 2.46912 -5.81800
H 0.66345 -1.83398 -6.10488
H 0.43244 0.40240 -7.20377
C 1.49997 2.82640 -1.76683
C -0.64912 3.20016 -0.70972
H 0.57951 -3.14187 -4.10745
H -1.69352 2.56692 -2.95320
H -0.27355 3.39406 -3.72435
C 1.67864 -3.26666 -0.90170
C -1.18864 -3.60843 -1.13075
H 1.50419 -3.18142 0.18208
H 1.85942 -4.31472 -1.16756
H 2.54455 -2.64564 -1.15034
H -1.21018 -3.51313 -0.03503
H -2.13387 -3.21841 -1.53153
H -1.07897 -4.66653 -1.40782
H -0.68568 4.30147 -0.84701
H -1.65936 2.79434 -0.63610
H -0.14294 2.95602 0.23600
H 1.71346 3.90186 -1.92735
H 1.88775 2.56231 -0.76863
H 2.06260 2.22423 -2.48233
Pr 0.43745 0.15364 -1.18685
H 2.44519 -0.15591 -1.42544
O -2.32591 -0.19302 -1.55893
H -2.99576 -0.57926 -0.97016
H -2.67826 -0.24031 -2.44443
N 0.05405 2.49406 -1.80470
C -1.02904 -2.18571 5.56791
C 0.18552 -1.64605 4.83545
N -0.25466 -1.18159 3.49462
C -0.08713 -0.01842 2.87357
S -0.53653 0.09085 1.24366
N 0.38029 1.07914 3.54363
C -0.14457 1.60701 4.82121
C 1.04289 2.14751 5.58650
H -1.82415 -1.44263 5.67063
H -0.76038 -2.51251 6.57694
H -1.45850 -3.05444 5.05777
H 0.69192 -0.84269 5.37580
H 0.89236 -2.46970 4.66935
H -0.67148 -1.88032 2.90111
H 0.67593 1.82021 2.89106
H -0.84444 2.43099 4.61211
H -0.67633 0.81525 5.36198
H 1.47745 3.02231 5.09418
H 0.73915 2.45681 6.58746
H 1.83886 1.40598 5.69943
*
```

## Properties
orbital gap (alpha / beta)	8.59 / 6.30	eV
HOMO energy (alpha / beta)	-14.02 / -13.99	eV
⟨S²⟩	3.7835
lowest unoccupied orbital energy (alpha / beta)	-5.43 / -7.69	eV
E	-59313.48331	eV

# 3
The following is a DFT calculation (wB97M-V/def2-TZVPD) of a cluster of 2 separate species, C3H11N2S in total.

The geometry in ORCA input format:
```
! wB97M-V def2-TZVPD RIJCOSX def2/J DEFGRID3
* xyz 1 1
C 0.54041 -1.47468 2.93727
C 1.65613 -1.07714 2.00727
S 1.05840 -0.76828 0.28134
H 0.04532 -2.39120 2.70103
H 0.92803 -1.49750 3.95956
H -0.20730 -0.67877 2.96298
H 2.44231 -1.81056 1.87270
H 2.16418 -0.19722 2.33556
H 0.61524 -2.03017 0.18968
N -0.91146 0.71733 -1.51972
C -1.20541 1.82157 -2.15897
N -1.51497 1.94415 -3.42702
H -1.07602 -0.24046 -1.78652
H -0.25364 0.88187 -0.75739
H -0.94592 2.76129 -1.68670
H -1.66394 2.85356 -3.83633
H -1.67137 1.18621 -4.07475
*
```

## Properties
energy above the lowest of the compared OMol25 structures with the same formula, charge and spin	13.3	kcal/mol
orbital gap	8.81	eV
HOMO energy	-12.53	eV
lowest unoccupied orbital energy	-3.73	eV
E	-17098.43616	eV